Entry 1:
The following is a quantum chemistry calculation of C26H22AuN8S2 as an isolated structure, from the OMol25 dataset.

Output
Energy relative to the best compared isomer or geometry (same formula, charge and spin), eV: 0.205
Charge: +1

The geometry in XYZ format:
```
59
C26H22AuN8S2, DFT ωB97M-V with the def2-TZVPD basis set
Au -0.5316 -0.3193 -0.8273
N 2.6687 -1.1281 -3.5451
C 1.6518 -1.1257 -2.6739
S 0.7481 0.3857 -2.5817
N 1.4144 -2.2184 -2.0024
N 0.3643 -2.0944 -1.1460
C -0.0054 -3.0820 -0.3950
C 0.6849 -4.3881 -0.3773
C 1.2015 -4.8614 0.8275
C 1.8653 -6.0777 0.8659
C 1.9995 -6.8296 -0.2923
C 1.4838 -6.3596 -1.4931
C 0.8367 -5.1366 -1.5414
C -1.1682 -2.8116 0.4810
C -1.7566 -3.7666 1.2877
C -2.8347 -3.4003 2.0837
C -3.3033 -2.0996 2.0512
C -2.6894 -1.1943 1.2024
N -1.6654 -1.5575 0.4378
H 2.8995 -0.3114 -4.0806
H 3.2329 -1.9559 -3.6357
H 1.1087 -4.2680 1.7294
H 2.2770 -6.4357 1.7997
H 2.5099 -7.7830 -0.2603
H 1.5909 -6.9452 -2.3960
H 0.4398 -4.7670 -2.4770
H -1.3797 -4.7782 1.2882
H -3.3015 -4.1340 2.7267
H -4.1338 -1.7810 2.6640
H -3.0115 -0.1648 1.1210
S 0.5113 0.7260 1.4743
C 0.1099 2.2547 0.7532
N 0.7293 3.4194 1.0176
N 1.7510 3.3415 1.7858
C 2.5415 4.4706 2.1054
C 2.2050 5.7379 1.6505
C 3.0242 6.8033 1.9839
C 4.1607 6.6075 2.7599
C 4.4792 5.3350 3.2117
C 3.6687 4.2594 2.8859
N -0.9131 2.4785 -0.0963
N -1.4999 1.4716 -0.6263
C -2.6753 1.7486 -1.3975
C -3.3703 2.9372 -1.1893
C -4.5171 3.1894 -1.9216
C -4.9799 2.2681 -2.8530
C -4.2895 1.0818 -3.0441
C -3.1401 0.8153 -2.3132
H 2.0312 2.4079 2.1086
H 1.3181 5.8726 1.0480
H 2.7723 7.7963 1.6361
H 4.7946 7.4461 3.0137
H 5.3598 5.1776 3.8198
H 3.9079 3.2616 3.2350
H -3.0051 3.6457 -0.4605
H -5.0565 4.1131 -1.7596
H -5.8754 2.4737 -3.4234
H -4.6399 0.3585 -3.7683
H -2.5994 -0.1096 -2.4772
```



Entry 2:
The following is a quantum chemistry calculation of an isolated ion of composition C6H16N7O and charge +1 in a non-equilibrium geometry, from the OMol25 dataset.

Output
Structure (SMILES): CC(C)NNC(=O)/N=C(/N)NC(N)=[NH2+]
Energy relative to the best compared isomer or geometry (same formula, charge and spin), eV: 0.611
Charge: +1

The geometry in XYZ format:
```
30
C6H16N7O, DFT ωB97M-V with the def2-TZVPD basis set
C -2.9791 -1.1192 -0.8418
C -2.7421 -1.1586 0.6668
C -3.8127 -0.3790 1.4253
N -1.4497 -0.5892 1.0544
N -0.3491 -1.3917 0.7373
C 0.7564 -0.9699 0.1355
O 1.7983 -1.6232 0.0369
N 0.6473 0.2753 -0.4879
C 1.5606 1.1112 -0.7127
N 1.3504 2.1616 -1.5254
N 2.8511 1.2469 -0.0212
C 4.0516 0.6666 -0.1834
N 4.2058 -0.4492 -0.8799
N 5.1163 1.2924 0.3297
H -3.9320 -1.5836 -1.0828
H -3.0024 -0.0885 -1.1938
H -2.1925 -1.6533 -1.3739
H -2.7413 -2.1972 1.0122
H -3.7939 0.6681 1.1361
H -3.6370 -0.4464 2.4955
H -4.7973 -0.7788 1.2035
H -1.3077 0.3115 0.5994
H -0.3215 -2.2903 1.2027
H 0.4983 2.1765 -2.0593
H 2.0883 2.7941 -1.7830
H 2.8579 2.0919 0.5383
H 5.1044 -0.9062 -0.8944
H 3.3641 -1.0553 -0.9007
H 5.0476 2.1664 0.8252
H 6.0269 0.8653 0.2888
```



Entry 3:
The following is a quantum chemistry calculation of C27H41BrMnN2P2 as an isolated structure in a non-equilibrium geometry, from the OMol25 dataset.

Output
Multiplicity: 6
Charge: +2
DFT total energy, eV: -151568.6385

The geometry in XYZ format:
```
74
C27H41BrMnN2P2, DFT ωB97M-V with the def2-TZVPD basis set
C 2.3542 4.0459 -0.1934
C 1.2812 3.4640 -0.8980
C 1.3894 3.3149 -2.2865
C 2.4035 4.0189 -2.9439
N 3.3475 4.6798 -2.2604
C 3.3371 4.7041 -0.9338
C 0.0883 3.1052 -0.1802
C -0.8868 2.6889 0.4641
C -2.0931 2.4822 1.2109
C -2.3731 1.3003 1.9431
C -3.7024 0.9916 2.2724
C -4.6846 1.8242 1.7891
C -4.4299 3.1391 1.3586
C -3.0910 3.4952 1.1278
Mn -0.8334 -0.3029 1.2002
P 1.7830 -0.5937 0.3773
H 0.7028 2.7220 -2.8903
H 2.4093 4.0937 0.8860
H 2.4752 4.0294 -4.0210
H 4.1442 5.2486 -0.4374
H -2.7750 4.5130 0.7727
H -1.7071 0.6122 2.5209
H -5.2360 3.8697 1.1740
H -3.9835 0.0938 2.8189
C 2.3772 -2.3437 0.7008
C 3.5870 -2.9210 -0.0420
H 1.4905 -2.9642 0.4690
H 2.5357 -2.4240 1.7919
H 3.7193 -3.9758 0.2491
H 3.4443 -2.9234 -1.1308
H 4.5339 -2.4212 0.2087
C 2.1828 -0.2973 -1.4466
C 3.5252 0.3206 -1.8557
H 1.3594 0.3696 -1.7536
H 2.0270 -1.2480 -1.9875
H 3.5187 0.5347 -2.9393
H 3.6947 1.2918 -1.3617
H 4.3899 -0.3434 -1.6869
C 2.8875 0.5458 1.3429
C 4.3956 0.2628 1.4752
H 2.4330 0.5494 2.3523
H 2.7172 1.5601 0.9333
H 4.8508 1.0349 2.1175
H 4.5937 -0.7022 1.9662
H 4.9379 0.3099 0.5172
Br -6.4471 1.0857 1.7149
P -1.6690 -1.6496 -0.8420
C -0.6337 -2.6621 -1.9707
C -1.1858 -3.9770 -2.5398
H 0.3033 -2.8551 -1.4060
H -0.3889 -1.9715 -2.8000
H -0.3807 -4.4489 -3.1204
H -1.4798 -4.6971 -1.7622
H -2.0209 -3.8208 -3.2416
C -2.7522 -2.7459 0.1421
C -4.0698 -3.2315 -0.4555
H -2.9537 -2.1969 1.0863
H -2.1046 -3.6056 0.3906
H -4.5619 -3.8703 0.2912
H -4.7674 -2.4090 -0.6715
H -3.9254 -3.8452 -1.3556
C -2.6641 -0.4815 -1.8220
C -3.2055 -0.9602 -3.1662
H -2.0147 0.4030 -1.9569
H -3.4828 -0.1775 -1.1499
H -3.7950 -0.1501 -3.6116
H -2.4099 -1.1977 -3.8833
H -3.8764 -1.8237 -3.0726
C 0.2975 -0.0363 5.8685
C 0.0631 -0.1339 4.4372
N -0.0902 -0.2442 3.2854
H 1.2338 -0.5341 6.1436
H -0.4992 -0.5209 6.4653
H 0.3596 1.0025 6.2114
```